17
Properties=species:S:1:pos:R:3:forces:R:3:mulliken_charge:R:1 method="wB97M-V/def2-TZVPD" mol_weight_g_mol=98.14 energy_ev=-8427.79808 multiplicity=1 gap_ha=0.328 homo_ev=-8.007
C 1.330648 -1.776762 -0.394589 0.0 0.0 0.0 -1.4884
C 0.394782 -0.718964 0.169637 0.1 0.1 0.1 0.5540
C 1.048236 0.660396 0.322768 0.0 0.0 0.0 -0.5097
C 0.106880 1.794639 0.702772 -0.2 -0.3 -0.2 -0.7954
C -1.224817 1.525112 0.325332 0.0 -0.1 0.2 -0.1429
C -1.746539 0.197922 -0.209599 0.0 0.1 0.0 -0.4775
O -0.721759 -0.621923 -0.718062 0.0 0.0 0.0 -0.3969
H 2.219676 -1.880806 0.239198 -0.2 0.0 -0.1 0.3782
H 1.656004 -1.494101 -1.402884 -0.1 0.0 0.2 0.3497
H 0.830120 -2.749636 -0.454948 0.1 0.2 0.0 0.3504
H 0.028823 -1.045501 1.161007 0.0 0.0 -0.2 0.2471
H 1.554631 0.936293 -0.615911 -0.1 0.0 0.1 0.3400
H 1.851552 0.624910 1.072976 -0.2 0.0 -0.1 0.3618
H -0.565901 2.259131 -0.413250 0.0 0.0 -0.1 0.1797
H -2.005841 2.236169 0.624816 0.2 -0.1 -0.1 0.4443
H -2.291656 -0.301866 0.614902 0.1 0.1 -0.1 0.2823
H -2.464840 0.354987 -1.024164 0.2 0.0 0.2 0.3233

***

80
Properties=species:S:1:pos:R:3:forces:R:3:mulliken_charge:R:1 method="wB97M-V/def2-TZVPD" charge=-1 mol_weight_g_mol=787.88 energy_ev=-79791.25588 multiplicity=1 gap_ha="0.220 / 0.220" homo_ev="-5.108 / -5.108"
Pd 0.867062 0.076251 -0.276789 0.1 0.9 -1.3 0.9191
O 4.758174 -0.941941 2.133538 0.1 -0.2 0.0 -0.7260
S 3.332067 -0.729990 2.197552 -0.6 0.3 0.4 0.7561
O 2.536303 -1.915118 2.355375 -0.4 -0.1 -0.4 -0.5712
N 2.753916 0.196120 0.997868 -0.4 -0.7 -0.4 0.4922
C 3.560657 1.164353 0.459732 0.8 0.0 0.7 0.8906
C 4.828706 1.515508 0.953878 -0.7 0.0 -0.2 -0.8904
C 5.583330 2.511783 0.347870 0.0 0.4 -0.5 -0.8743
C 5.118400 3.201360 -0.748177 0.4 0.0 0.2 -0.9069
C 3.837779 2.928523 -1.252702 0.0 -0.3 0.2 0.9916
C 3.291177 3.628064 -2.336313 -0.7 -0.1 -0.1 -0.7192
C 1.996157 3.359102 -2.717678 0.6 0.7 -0.3 -1.2430
C 1.288854 2.365152 -2.072954 -0.1 -1.1 0.8 -0.4230
N 1.812340 1.601287 -1.111918 -0.1 1.0 -0.6 0.4398
C 3.051825 1.902669 -0.646147 0.5 0.2 -0.2 -0.7054
C 2.970494 0.234214 3.652108 0.0 -0.1 -0.1 0.4851
C 3.532041 -0.182308 4.851070 0.1 0.0 0.0 -0.8605
C 3.161837 0.454525 6.024041 0.0 0.0 0.0 -0.5451
C 2.236341 1.492441 5.984994 0.0 0.0 0.0 -0.4519
C 1.683348 1.898799 4.779624 0.0 0.0 0.1 -0.5637
C 2.045983 1.263981 3.599169 0.1 0.0 0.0 -0.1273
H 5.201194 0.986638 1.814219 0.2 0.2 -0.1 0.5262
H 6.560506 2.755235 0.746131 0.0 0.0 0.0 0.3935
H 5.726121 3.958905 -1.227144 -0.1 0.1 0.0 0.3668
H 3.863341 4.402223 -2.830186 0.1 0.0 0.0 0.3976
H 1.519243 3.932901 -3.499883 0.0 -0.1 0.0 0.4455
H 0.257624 2.145455 -2.313423 0.0 0.2 -0.2 0.9925
H 4.241098 -1.000692 4.842213 0.0 0.0 0.1 0.4084
H 3.576234 0.132185 6.971182 0.0 0.0 0.0 0.3705
H 1.937890 1.979054 6.905849 0.0 0.0 0.0 0.3642
H 0.953114 2.696329 4.738172 0.0 0.0 0.0 0.4810
H 1.598763 1.563338 2.659942 0.0 0.0 0.1 0.2123
C -4.353454 0.620426 -2.261702 0.1 0.0 0.0 -1.0419
N -4.581798 -0.507581 -1.388085 0.0 0.0 0.1 0.2807
C -5.678974 -1.390847 -1.711610 0.0 -0.1 0.1 -0.5991
C -6.226276 -2.040791 -0.454334 0.1 0.0 0.0 -0.7418
C -5.071189 -2.711287 0.266877 -0.1 0.1 -0.1 -0.6225
N -4.002289 -1.765874 0.502714 0.1 0.1 0.0 0.3343
C -3.156808 -2.007712 1.660565 0.0 0.1 0.0 -0.9834
C -3.708992 -0.721366 -0.331386 -0.1 0.1 0.0 0.4242
O -2.743701 0.014538 -0.158164 -0.2 -0.2 -0.1 -0.8122
H -5.280758 1.184597 -2.390770 0.0 0.0 0.0 0.4127
H -3.996256 0.306996 -3.250443 0.0 0.0 0.0 0.2929
H -3.609683 1.266423 -1.803288 0.0 0.0 0.0 0.2242
H -5.355442 -2.178294 -2.408644 -0.1 0.0 -0.1 0.2624
H -6.454617 -0.806073 -2.211738 0.0 0.0 0.0 0.3488
H -6.991494 -2.774379 -0.712991 0.0 0.0 0.0 0.3614
H -6.676495 -1.283435 0.190456 0.0 0.0 0.0 0.2936
H -4.710311 -3.561744 -0.328870 0.0 0.0 0.1 0.2709
H -5.394374 -3.101476 1.233539 0.0 0.0 0.0 0.4101
H -3.709070 -1.804923 2.583517 0.0 -0.1 0.0 0.2965
H -2.297687 -1.349994 1.614293 0.1 0.0 0.0 0.0230
H -2.810266 -3.042883 1.666181 0.0 0.0 0.0 0.4020
F -0.570387 -4.370282 0.407760 0.2 0.2 0.0 -0.2852
C 0.458314 -3.768109 1.089107 -0.2 -0.2 0.2 0.6339
F 1.493312 -4.605119 1.010063 -0.1 0.2 0.1 -0.2641
F 0.060760 -3.695305 2.365076 0.2 0.0 -0.2 -0.2539
C 0.717989 -2.390943 0.438768 -0.2 -0.6 -1.0 0.4793
O 1.490565 -2.332109 -0.522999 0.1 -1.1 0.6 -0.6463
O -0.063110 -1.467405 0.803392 0.3 0.1 -0.1 -0.2842
C -0.783922 -0.067262 -4.299532 -0.2 0.0 0.2 -1.6050
C -0.143794 -0.802496 -3.101201 0.8 0.8 -1.0 3.0343
C -0.912532 -2.116932 -2.847905 -0.3 0.2 0.8 -1.4272
C 1.325004 -1.098779 -3.435324 -0.1 -0.1 0.2 -1.7862
C -0.318912 0.000198 -1.880175 0.1 -1.9 2.6 -1.5598
H -0.664043 -0.668264 -5.201770 0.0 0.0 0.0 0.4535
H -0.298408 0.896653 -4.462952 0.0 0.0 -0.1 0.3861
H -1.849341 0.107815 -4.133672 0.0 0.0 0.0 0.1201
H -0.844919 -2.751849 -3.730627 0.1 0.1 -0.1 0.5194
H -1.964197 -1.906891 -2.635753 0.0 -0.1 0.0 0.1922
H -0.480344 -2.639196 -1.994301 0.0 -0.1 -0.1 0.2069
H 1.386104 -1.857697 -4.218449 0.0 0.1 -0.1 0.4897
H 1.834765 -1.473923 -2.550420 0.0 0.0 0.0 0.2090
H 1.831368 -0.195309 -3.782416 0.0 0.0 0.0 0.3245
H -1.351552 0.255760 -1.608121 0.0 0.5 -0.4 0.7078
F -1.953982 2.919371 2.119691 0.0 0.1 0.0 -0.3510
B -0.666358 3.030227 1.609564 0.3 -0.6 -0.1 0.1888
F -0.646799 3.784688 0.425900 0.0 0.1 -0.1 -0.4149
F 0.202869 3.580816 2.568044 0.0 0.2 0.0 -0.4061
F -0.160437 1.711673 1.280922 -0.4 0.6 0.4 0.1763

***

77
Properties=species:S:1:pos:R:3:forces:R:3:mulliken_charge:R:1 method="wB97M-V/def2-TZVPD" charge=-2 mol_weight_g_mol=642.55 energy_ev=-77844.81019 multiplicity=1 gap_ha="0.040 / 0.041" homo_ev="1.440 / 1.424"
C 0.108069 -1.459399 -4.979496 0.8 -0.2 -0.9 3.1028
C 1.070070 -0.909984 -3.899440 -0.4 0.2 -0.4 -1.6627
C -1.038069 -2.187535 -4.237925 0.2 0.2 0.0 -1.4535
C -0.537580 -2.386348 -2.788533 0.2 -0.1 0.7 -0.1747
H -1.199509 -3.149807 -4.732368 -0.2 0.2 0.1 0.3566
H -1.945073 -1.582717 -4.302815 0.1 -0.2 0.0 0.2967
C 0.926515 -1.912231 -2.763149 0.1 -0.2 -0.4 0.4268
H 0.745026 0.095315 -3.611703 0.0 -0.1 0.1 0.3779
H 2.080982 -0.860618 -4.320054 -0.3 0.2 0.4 0.6447
C 1.176774 -1.379278 -1.372993 -0.1 -0.3 0.7 -1.3966
H 1.591425 -2.758920 -2.991032 -0.1 0.1 0.2 0.5489
H -0.580865 -3.454523 -2.537252 0.0 0.2 0.0 0.5591
C -1.212301 -1.611267 -1.604953 0.6 0.3 0.2 1.4629
C -0.360494 -0.381989 -5.940405 -1.0 2.0 1.0 -0.5570
C 0.855993 -2.368991 -5.958430 0.1 -2.0 0.1 -0.0806
O 0.409159 -3.348319 -6.528570 0.3 1.0 0.7 -0.6628
O -0.823209 0.690341 -5.577953 0.5 -1.4 -0.6 -0.6255
O -0.214430 -0.719773 -7.231797 -0.2 0.3 0.2 -0.2610
O 2.122778 -1.954327 -6.148901 -0.2 0.1 -0.4 -0.2540
C 2.740917 -2.507580 -7.316743 0.0 -0.1 0.2 -0.7814
H 3.688855 -1.986149 -7.411055 0.0 0.0 0.0 0.2708
H 2.102802 -2.323501 -8.183964 0.1 -0.1 0.1 0.2894
H 2.895263 -3.580132 -7.189593 0.0 0.1 -0.1 0.2885
C -0.675567 0.257841 -8.162886 0.1 0.2 -0.4 -0.7424
H -1.737242 0.467793 -8.017037 0.1 0.0 0.0 0.2819
H -0.504643 -0.190324 -9.141625 -0.1 0.1 0.1 0.2588
H -0.107133 1.189627 -8.066336 -0.1 -0.2 0.0 0.3214
O -0.079544 -1.032154 -0.747147 -1.0 -1.3 -2.2 -0.0916
H 1.814448 -0.484625 -1.351487 -0.1 -0.4 -0.1 0.4892
H 1.652735 -2.177709 -0.782763 -0.1 0.3 0.0 0.2990
C -2.016800 -2.543994 -0.716581 0.0 0.0 0.3 -1.8172
C -2.091044 -0.476960 -2.104272 -0.1 0.2 0.3 -2.6351
H -2.927964 -0.862119 -2.701158 0.2 0.0 0.1 0.5256
H -1.512631 0.239298 -2.702905 -0.2 -0.1 0.1 0.4046
H -2.536923 0.031029 -1.243802 0.0 -0.1 -0.3 0.6967
H -2.435470 -1.978165 0.128614 0.1 -0.2 -0.2 0.3781
H -1.383065 -3.352485 -0.324781 -0.2 0.2 -0.1 0.4325
H -2.849172 -2.989096 -1.283457 0.2 0.1 0.1 0.3738
Sc 0.233265 0.575028 1.952488 1.6 1.0 1.0 0.3663
C 1.683451 -0.806998 3.586685 0.5 0.1 -0.3 -0.5682
C 1.683859 -1.501563 2.341495 0.2 0.3 0.0 -0.9005
C 2.459634 -0.732392 1.417807 -0.3 0.1 0.3 -0.0336
H 1.241763 -2.483376 2.160985 0.2 0.3 0.0 0.4915
C 2.877572 0.459773 2.069154 -0.1 -0.7 0.7 -1.1596
C 2.424643 0.399988 3.417474 0.5 -1.0 -0.4 -0.3298
H 2.702819 1.089274 4.210012 -0.5 0.0 -0.3 0.4328
H 1.290676 -1.183914 4.530478 -0.2 0.3 -0.4 0.4942
H 2.811077 -1.076490 0.453170 -0.3 0.3 0.2 0.8306
H 3.509458 1.237535 1.644156 -0.2 -0.3 0.1 0.5723
C -1.096347 2.588221 1.066564 0.6 0.1 -0.2 -1.1512
C 0.083822 3.170292 1.607652 -0.2 0.4 -1.3 -0.2499
C 1.201090 2.688130 0.874281 -0.7 0.4 -0.1 -0.8904
H 0.108461 3.976326 2.338073 0.1 -0.7 0.1 0.3996
C 0.726655 1.808841 -0.135167 -0.9 0.4 0.0 -0.2628
C -0.703435 1.751518 -0.017180 0.6 0.4 0.1 -0.2282
H -1.377325 1.295968 -0.721106 0.2 0.0 0.3 0.5256
H -2.122012 2.806334 1.363801 0.4 -0.2 0.1 0.4615
H 2.231484 3.008298 1.019972 -0.4 -0.2 0.0 0.5109
H 1.313280 1.390301 -0.947087 -0.1 0.0 0.3 0.5670
O 0.404326 1.879234 3.630301 -1.3 -0.9 0.6 -0.3460
C -0.560251 1.266965 4.214096 0.3 0.5 0.9 1.1793
O -1.166767 0.323183 3.560888 0.5 0.5 -0.4 -0.8652
C -0.875252 1.629409 5.624785 -0.1 -0.1 0.4 0.9483
C -1.823448 0.897660 6.344092 0.0 -0.1 -0.4 -0.6611
C -2.108090 1.251737 7.681326 -0.9 -0.6 0.4 -0.2527
C -1.441473 2.328872 8.292666 0.0 0.0 0.0 -0.7242
C -0.456478 3.033561 7.573530 0.4 0.7 0.3 -0.4370
C -0.176974 2.687326 6.231288 0.2 0.0 -0.5 -0.6538
N 0.263902 4.141517 8.155928 -1.5 -2.4 -1.4 0.8828
O 0.041256 4.500412 9.329538 -0.5 0.3 1.7 -0.8473
O 1.106004 4.711784 7.425227 1.3 1.0 -1.0 -0.8395
N -3.126928 0.504195 8.384826 2.4 1.8 -1.4 0.8881
O -3.681021 -0.443440 7.789479 -0.9 -1.5 -0.9 -0.8447
O -3.415083 0.828835 9.555100 -0.4 0.5 1.7 -0.8445
H -2.339003 0.076350 5.862915 0.0 0.1 0.2 0.5504
H -1.703430 2.621766 9.305427 0.1 -0.1 -0.2 0.4965
H 0.561738 3.239314 5.651624 -0.2 -0.1 0.4 0.6017

***

15
Properties=species:S:1:pos:R:3:forces:R:3:mulliken_charge:R:1 method="wB97M-V/def2-TZVPD" mol_weight_g_mol=100.12 energy_ev=-9406.97875 multiplicity=1 gap_ha=0.380 homo_ev=-9.412
O 2.149409 -0.551973 -0.310522 -0.6 0.3 -0.1 -0.5585
C 1.014894 -0.147366 -0.309327 0.5 -0.1 0.0 0.2332
C 0.503634 1.246915 -0.659951 0.0 0.1 -0.1 -0.6448
C -0.976102 0.850099 -0.719556 -0.2 0.4 -0.1 -0.0907
C -1.227567 0.105196 0.601034 0.0 0.0 0.1 -0.5614
C -0.319621 -0.895759 -0.135033 0.1 -0.3 0.1 0.0168
O -0.914246 -0.446682 -1.389290 -0.1 0.0 -0.2 -0.4771
H 1.849864 -1.752743 1.371248 -0.1 -0.1 0.3 -0.1459
H 1.414714 -1.807166 1.973160 0.0 -0.1 0.1 0.1333
H 0.752459 1.971820 0.122858 -0.1 -0.1 -0.1 0.2898
H 0.919140 1.577690 -1.613296 -0.1 0.0 0.1 0.3035
H -1.689113 1.541044 -1.168959 0.1 -0.1 0.1 0.4410
H -0.905247 0.552329 1.546508 0.0 -0.1 -0.2 0.2509
H -2.251423 -0.271346 0.659796 0.2 0.0 0.0 0.2794
H -0.320790 -1.972062 0.031327 0.1 0.2 -0.1 0.5306

***

26
Properties=species:S:1:pos:R:3:forces:R:3:mulliken_charge:R:1 method="wB97M-V/def2-TZVPD" charge=+2 mol_weight_g_mol=120.22 energy_ev=-10024.25955 multiplicity=2 gap_ha="0.194 / 0.232" homo_ev="-18.743 / -19.027"
C 0.388531 1.661584 0.903743 -0.1 1.0 0.7 -0.9826
C -0.777281 1.201330 0.057927 -0.5 -0.4 -1.1 -0.4027
C -0.729061 -0.400353 -0.115436 -1.2 2.4 -1.6 -0.5212
C 0.490018 -0.949278 -0.730770 0.5 -0.2 0.8 -0.2792
C 0.918927 -0.545710 -2.168229 -0.1 -1.0 0.0 -0.6093
C 0.091658 -1.091455 -3.386552 -2.1 0.8 1.8 -0.9588
N -1.313180 0.251739 3.114464 -2.6 3.5 4.6 -0.1062
H 0.710869 0.856825 1.635064 0.1 1.4 -0.8 0.1084
H 0.225223 2.638954 1.405556 -0.4 -0.7 0.3 0.3430
H 1.188705 1.993039 0.277524 1.0 -0.6 -0.4 0.3694
H -0.742157 1.712662 -0.944399 0.1 -0.6 0.8 0.3716
H -0.900134 -0.906586 0.802000 -0.2 -0.7 0.9 0.3146
H -1.594277 -0.639892 -0.740971 -0.5 0.0 0.1 0.3830
H 0.417164 -2.036434 -0.623344 0.3 -0.3 0.3 0.4889
H 1.347749 -0.693347 0.029941 -0.2 -0.4 -1.7 0.2204
H 1.268649 0.459771 -2.230289 0.1 1.0 -0.8 0.4761
H 1.827758 -1.126238 -2.240742 1.1 -0.1 0.4 0.3881
H 0.030280 -2.161285 -3.210667 -0.1 -0.2 -0.1 0.3583
H 0.623581 -0.773729 -4.263423 0.7 0.5 -0.6 0.3879
H -0.976297 -0.744913 -3.593154 1.1 -0.3 0.2 0.3414
H -1.363955 1.349826 3.057558 -0.6 -2.4 -0.5 0.4134
H -0.373750 -0.039246 3.053264 2.2 -1.5 -1.3 0.2656
H -1.766788 1.547261 0.436838 0.5 -0.7 0.0 0.3490
H -1.781760 -0.121353 4.045962 0.3 0.5 -2.6 0.4413
H 1.677977 -0.851292 3.090280 0.6 0.3 0.0 0.2841
O 1.111550 -0.591879 2.337856 -0.1 -1.1 0.5 -0.4445